No. 1
DFT (ωB97M-V/def2-TZVPD) results for 2 unconnected molecules or ions with the total composition C12H17N in a non-equilibrium geometry.

Each line ends with the Mulliken charge.
Positions of all 30 atoms, in Å:
C 4.5729 -0.9641 0.4219  -1.353
C 1.3145 -1.7577 -1.2490  -0.358
C 2.0140 -1.1966 -0.1653  1.214
C 3.4209 -1.1996 -0.5011  0.434
C 3.5027 -1.7652 -1.7286  -0.595
C -0.6747 -1.3154 -0.0419  -0.398
C -0.0844 -1.7731 -1.1940  -0.775
C 0.0120 -0.8012 1.0717  -0.825
C 1.3967 -0.7699 1.0041  -0.309
N 2.2204 -1.9657 -2.2602  -0.196
H -1.7599 -1.3537 0.0437  0.415
H -0.7075 -2.1800 -1.9755  0.346
H -0.5429 -0.5384 1.9581  0.447
H 1.9957 -0.3531 1.8077  0.278
H 2.1304 -2.7133 -2.9329  0.284
H 4.3708 -1.8461 -2.3723  0.398
H 4.9688 -1.8747 0.8622  0.274
H 4.3585 -0.2902 1.2493  0.344
H 5.3987 -0.5163 -0.1363  0.357
C -2.9009 2.1087 0.2853  0.374
C -2.9905 2.5005 1.7712  -1.076
C -4.2611 2.2748 -0.4303  -1.259
H -2.1531 2.6549 -0.2790  0.358
H -2.6552 1.0503 0.2024  -0.271
H -4.0260 2.3960 2.0894  0.349
H -4.8446 1.3593 -0.3058  0.327
H -4.8619 3.0783 -0.0062  0.319
H -2.6369 3.5120 1.9299  0.285
H -2.4341 1.7867 2.3778  0.267
H -4.1433 2.4527 -1.4964  0.347

Atomic forces in eV per Å
C 0.429 0.625 -0.254
C -0.626 1.235 0.458
C 0.866 -0.192 0.215
C -0.045 -1.076 0.334
C -0.132 1.046 -0.485
C -0.998 0.161 0.651
C 0.347 -0.419 -0.093
C 0.705 -0.658 -0.649
C -0.651 0.500 0.244
N 0.741 -1.062 -0.155
H 0.141 -0.060 -0.191
H 0.053 0.028 -0.219
H 0.049 0.226 0.068
H -0.059 -0.121 -0.001
H -0.358 0.242 -0.084
H -0.125 -0.305 0.134
H -0.169 -0.276 0.019
H -0.223 0.085 -0.057
H 0.038 0.026 0.067
C -0.930 -0.201 -0.203
C 0.067 -0.670 -0.569
C 0.115 -0.234 0.210
H 0.313 0.160 0.240
H 0.296 0.025 0.003
H -0.095 0.246 0.129
H -0.073 0.064 -0.047
H 0.101 0.200 -0.040
H -0.040 0.135 0.244
H 0.284 0.274 0.129
H -0.021 -0.005 -0.097

Computed properties:
Calculated total energy   -522.19792 Ha
Kohn-Sham gap   8.903 eV
Structure (SMILES)   Cc1c[nH]c2ccccc12.CCC
LUMO energy   0.9 eV
Relative energy (zero: lowest compared OMol25 entry of this formula, charge and spin)   14.0 kcal per mole

No. 2
DFT (ωB97M-V/def2-TZVPD) results for a molecular structure, C2H3CsFO3 in a non-equilibrium geometry.

Each line ends with the Mulliken charge.
Positions of all 10 atoms, in Å:
H -0.8929 -2.0406 0.3896  0.339
O 0.3691 -0.3886 0.7761  -0.257
C -0.7853 -0.9578 0.3190  -0.089
C -1.6779 -0.2076 -0.3281  -0.082
F -1.6080 1.1352 -0.2676  -0.221
H -2.5811 -0.5782 -0.8088  0.320
O 1.4517 -0.7317 -0.1958  -0.072
Cs 0.7605 2.9794 0.6657  1.030
O 2.0461 0.4694 -0.4930  -0.348
H 2.9178 0.3205 -0.0572  0.379

Atomic forces in eV per Å
H 0.072 0.302 -0.097
O 0.605 0.209 0.537
C -0.124 -0.160 -1.289
C -0.336 -0.547 0.868
F 0.263 0.117 -0.456
H 0.170 0.152 0.235
O -1.295 -0.652 0.262
Cs -0.176 -0.007 0.017
O 1.277 0.172 0.294
H -0.456 0.414 -0.370

Computed properties:
Calculated total energy   -423.31409 Ha
Kohn-Sham gap   10.051 eV
Charge   +1
LUMO energy   -3.6 eV

No. 3
DFT (ωB97M-V/def2-TZVPD) results for a molecular structure, C8H5Cl2NO4Sn.

Each line ends with the Mulliken charge.
Positions of all 21 atoms, in Å:
Sn -0.3998 0.1774 -0.2909  0.911
O 2.1790 3.2665 1.1213  -0.622
C 1.4009 2.3536 0.9665  0.499
O 0.7951 1.9994 -0.1262  -0.629
C 1.0470 1.4648 2.1496  0.164
C 1.4605 1.6715 3.4508  -0.343
C 1.0148 0.7872 4.4269  -0.384
C 0.1714 -0.2650 4.0874  -0.336
C -0.1957 -0.4018 2.7632  0.167
N 0.2529 0.4457 1.8456  -0.189
C -1.1403 -1.4645 2.2215  0.485
O -1.5587 -2.3216 2.9651  -0.622
O -1.4076 -1.3026 0.9609  -0.626
H 2.1079 2.5083 3.6690  0.505
H 1.3179 0.9238 5.4568  0.444
H -0.2081 -0.9701 4.8125  0.501
Cl 2.3909 -1.7329 -0.4059  -0.135
C 3.6114 -2.0516 0.8461  -0.333
Cl 3.1557 -1.4092 2.4223  -0.078
H 4.5330 -1.5770 0.5334  0.307
H 3.7179 -3.1258 0.9303  0.315

Atomic forces in eV per Å
Sn 0.086 -0.043 0.053
O -0.041 0.007 0.007
C 0.086 -0.021 -0.034
O -0.005 -0.003 -0.001
C -0.009 0.022 0.010
C 0.006 -0.025 0.020
C -0.008 -0.006 -0.025
C 0.028 0.015 0.010
C 0.012 -0.016 0.001
N -0.076 0.042 -0.010
C -0.062 -0.006 0.022
O 0.017 0.010 -0.017
O 0.038 -0.019 -0.017
H -0.002 0.003 -0.001
H 0.002 0.000 0.001
H -0.004 0.000 0.000
Cl -0.075 0.029 -0.031
C 0.034 0.009 0.053
Cl -0.009 -0.003 -0.008
H -0.008 0.004 -0.015
H -0.009 -0.001 -0.017

Computed properties:
Calculated total energy   -1798.33435 Ha
Kohn-Sham gap   8.377 eV
LUMO energy   -1.4 eV
Relative energy (zero: lowest compared OMol25 entry of this formula, charge and spin)   3.6 kcal per mole

No. 4
DFT (ωB97M-V/def2-TZVPD) results for a molecular structure, C58H58F6N8O3Ta in a non-equilibrium geometry.

Each line ends with the Mulliken charge.
Positions of all 134 atoms, in Å:
Ta -0.9923 0.0852 0.6700  0.473
C 4.5717 -1.8925 5.2736  -1.023
C 4.5189 -0.3935 5.0017  -0.967
N 3.6875 -0.0814 3.8337  0.317
C 2.3815 0.1500 4.0397  -0.081
C 1.4528 0.2994 3.0491  0.004
C 0.0282 0.5357 3.4986  -0.041
O -0.2073 0.8315 4.6376  -0.649
O -0.8690 0.3869 2.5533  -0.298
C 1.8624 0.1844 1.6946  0.944
O 1.0728 0.1646 0.7004  -0.223
C 3.2811 0.0489 1.4682  0.893
C 3.7648 0.0649 0.1575  -0.580
C 5.0928 -0.1421 -0.0772  0.101
F 5.5584 -0.0777 -1.3371  -0.375
C 5.9913 -0.4122 0.9597  -1.478
C 5.5219 -0.3791 2.2613  -0.874
C 4.1750 -0.1316 2.5423  0.188
N 7.3542 -0.7438 0.7273  0.362
C 8.3328 0.3102 0.9378  -0.528
C 9.6950 -0.3195 1.2009  -0.731
N 10.0507 -1.2056 0.0444  -0.122
C 8.9944 -2.2468 -0.1861  -0.975
C 7.6775 -1.5304 -0.4516  -0.578
H 5.2171 -2.0914 6.1283  0.409
H 4.9530 -2.4431 4.4131  0.302
H 3.5767 -2.2701 5.5084  0.344
H 5.5165 0.0156 4.8579  0.422
H 4.0780 0.1162 5.8555  0.465
H 2.0454 0.2049 5.0676  0.596
H 3.0869 0.2476 -0.6666  0.696
H 6.2375 -0.5523 3.0522  0.530
H 8.0473 0.9139 1.7970  0.465
H 8.4056 0.9811 0.0653  0.249
H 9.6617 -0.9387 2.0952  0.362
H 10.4644 0.4417 1.3182  0.404
H 10.9623 -1.6387 0.1908  0.350
H 10.1122 -0.6270 -0.7975  0.397
H 8.9197 -2.8548 0.7132  0.362
H 9.2878 -2.8744 -1.0257  0.431
H 6.8997 -2.2697 -0.6315  0.506
H 7.7806 -0.9200 -1.3607  0.407
C -0.6103 4.0473 -2.1671  -2.209
C -1.3094 2.7298 -2.5248  2.475
C -2.3932 3.0092 -3.5743  -1.672
C -0.3153 1.6922 -3.0122  0.683
C 0.6181 2.1094 -3.9541  -0.604
C 1.5750 1.2479 -4.4512  -1.575
C 1.5482 -0.0743 -4.0552  -1.031
C 0.6170 -0.5603 -3.1380  0.706
C 0.6851 -2.0703 -2.9108  0.379
C 1.4960 -2.4295 -1.6630  -1.177
C -0.6626 -2.7924 -2.9450  -1.617
C -0.2927 0.3512 -2.5620  -0.334
N -1.1740 -0.0417 -1.4884  0.758
C -2.4530 -0.3710 -1.7856  0.631
C -3.4160 -0.4066 -0.7577  -0.067
N -3.0374 -0.0858 0.5125  0.979
C -4.1244 0.3445 1.3897  -0.309
C -4.6239 1.6519 1.1790  1.098
C -5.6020 2.1559 2.0249  -0.835
C -6.1042 1.4064 3.0674  -1.537
C -5.6664 0.1091 3.2224  -0.910
C -4.7040 -0.4632 2.3923  0.518
C -4.4369 -1.9316 2.6961  0.389
C -3.2918 -2.0548 3.7066  -1.440
C -4.2812 -2.8290 1.4668  -1.229
C -4.1570 2.5729 0.0650  2.411
C -3.6773 3.9100 0.6328  -1.910
C -5.2693 2.8205 -0.9627  -1.555
C -4.7170 -0.7420 -1.3377  -0.148
C -6.0011 -0.9000 -0.8784  0.566
C -7.0237 -1.2061 -1.8087  -1.370
C -6.7858 -1.3500 -3.1513  -1.000
C -5.4704 -1.1890 -3.6579  1.032
C -5.0524 -1.2691 -5.0090  -1.073
C -3.7370 -1.0475 -5.3390  -1.200
C -2.7520 -0.7381 -4.3751  0.523
C -3.1235 -0.6685 -3.0543  0.056
C -4.4814 -0.8950 -2.7250  -0.564
H -1.2875 4.6862 -1.6009  0.340
H -0.3162 4.5975 -3.0616  0.591
H 0.2821 3.8721 -1.5659  0.414
H -1.7865 2.3494 -1.6260  -1.359
H -1.9405 3.3532 -4.5068  0.396
H -3.0661 3.7900 -3.2142  0.432
H -2.9877 2.1256 -3.7911  0.306
H 0.6036 3.1360 -4.2961  0.382
H 2.3188 1.5980 -5.1553  0.410
H 2.2583 -0.7701 -4.4875  0.432
H 1.2517 -2.4567 -3.7621  0.670
H 1.1635 -1.8757 -0.7912  0.023
H 2.5555 -2.2053 -1.8184  0.240
H 1.4057 -3.4943 -1.4517  0.603
H -1.3089 -2.5162 -2.1182  -0.063
H -0.4970 -3.8699 -2.8983  0.565
H -1.1866 -2.5772 -3.8764  0.501
H -5.9794 3.1565 1.8601  0.390
H -6.8446 1.8234 3.7374  0.402
H -6.0963 -0.5019 4.0068  0.438
H -5.3355 -2.2844 3.2095  0.593
H -2.3939 -1.5831 3.3344  0.116
H -3.0632 -3.1021 3.8999  0.460
H -3.5679 -1.5660 4.6442  0.356
H -3.4272 -2.5582 0.8597  -0.187
H -5.1814 -2.7794 0.8501  0.348
H -4.1407 -3.8616 1.7860  0.589
H -3.3220 2.1045 -0.4507  -1.323
H -4.4992 4.4869 1.0557  0.278
H -3.2238 4.5143 -0.1540  0.394
H -2.9458 3.7524 1.4216  0.383
H -6.1220 3.3161 -0.4958  0.404
H -5.6151 1.8902 -1.4064  0.221
H -4.9015 3.4616 -1.7663  0.386
H -6.2533 -0.7724 0.1658  0.630
H -8.0333 -1.3205 -1.4354  0.449
H -7.5992 -1.5762 -3.8297  0.433
H -5.7757 -1.4968 -5.7824  0.435
H -3.4383 -1.0973 -6.3783  0.477
H -1.7371 -0.5428 -4.6963  0.626
N -0.8132 2.0897 0.5345  0.347
C -0.5588 3.1872 0.8630  1.339
C -0.1334 4.4334 1.1793  0.521
C -0.9931 5.4488 1.6751  -0.104
N -1.6604 6.2858 2.0978  -0.527
C 1.2525 4.7031 1.0232  -0.413
N 2.3748 4.9204 0.8759  -0.666
F -1.0113 -2.2558 0.2100  -0.020
C -0.8439 -2.8972 1.5433  -0.480
F 0.1725 -2.0283 2.0387  -0.201
C -0.1185 -4.1859 1.2364  0.523
F 1.1581 -4.0820 0.7559  -0.226
F -0.8122 -4.9030 0.3398  -0.267
F -0.0211 -4.9107 2.3651  -0.299

Atomic forces in eV per Å
Ta -1.881 -1.928 -1.891
C -0.016 0.069 -0.057
C 0.149 -0.310 0.222
N -0.379 0.090 0.132
C 0.261 0.043 -0.009
C -0.261 0.076 -0.497
C 0.666 -0.007 0.577
O -0.109 -0.077 -0.136
O -0.397 0.066 0.623
C -0.041 -0.155 0.653
O 0.465 0.107 -0.169
C 0.164 -0.037 0.011
C 0.063 -0.051 -0.211
C -0.256 0.065 0.002
F 0.056 -0.035 -0.052
C -0.102 -0.052 0.257
C 0.293 0.005 -0.082
C -0.163 0.108 -0.299
N 0.060 0.141 -0.083
C 0.046 -0.135 -0.052
C -0.230 0.372 0.283
N -0.020 -0.005 0.016
C -0.432 -0.221 -0.128
C 0.179 -0.054 0.155
H 0.014 0.008 -0.004
H 0.004 -0.005 0.000
H 0.001 -0.025 -0.032
H -0.064 0.120 -0.018
H 0.025 0.112 -0.056
H 0.032 -0.005 0.019
H -0.020 -0.020 -0.007
H -0.051 -0.138 0.004
H 0.062 0.014 0.009
H -0.047 0.038 0.039
H 0.042 -0.095 -0.067
H 0.070 -0.065 -0.110
H 0.032 0.006 -0.023
H 0.132 -0.027 -0.018
H 0.119 0.037 0.034
H 0.115 0.096 -0.020
H 0.022 -0.020 -0.020
H -0.083 -0.008 0.000
C -0.049 -0.143 0.051
C -0.023 0.093 -0.099
C 0.067 -0.052 0.110
C -0.080 -0.146 0.189
C 0.114 -0.029 -0.085
C -0.051 0.024 0.001
C -0.003 -0.011 -0.023
C 0.054 -0.157 -0.115
C -0.127 0.070 0.279
C 0.085 0.018 -0.222
C 0.118 -0.020 -0.122
C 0.320 0.215 -0.119
N 0.161 0.482 0.682
C -0.563 -0.013 0.495
C 0.340 -0.203 -0.670
N 0.547 0.455 0.244
C -0.346 0.286 0.448
C 0.247 -0.128 -0.106
C -0.083 -0.036 0.029
C -0.031 0.040 -0.016
C -0.065 0.102 -0.030
C 0.068 -0.149 -0.097
C 0.334 -0.062 -0.133
C -0.208 0.011 0.027
C -0.122 0.093 0.135
C -0.092 0.096 0.024
C 0.053 -0.181 -0.120
C 0.144 -0.071 0.021
C -0.361 -0.105 0.040
C 0.258 0.144 0.016
C -0.122 -0.040 -0.114
C -0.098 -0.018 0.004
C 0.177 0.075 0.168
C 0.026 -0.011 -0.022
C -0.105 -0.007 -0.155
C -0.004 0.206 0.193
C -0.128 -0.005 -0.326
C 0.037 0.032 -0.035
H -0.017 0.063 0.005
H 0.015 0.009 0.006
H 0.040 0.064 -0.039
H -0.039 -0.037 -0.066
H -0.009 0.012 -0.006
H 0.018 0.013 -0.026
H -0.069 -0.129 -0.031
H -0.018 0.000 0.027
H -0.029 -0.012 -0.039
H -0.015 -0.029 0.014
H -0.031 0.023 -0.028
H -0.051 -0.051 0.108
H 0.018 0.065 -0.006
H 0.030 0.076 0.010
H 0.014 -0.117 0.030
H 0.014 -0.007 0.048
H 0.045 -0.111 0.083
H 0.036 0.013 -0.005
H -0.025 -0.022 -0.012
H 0.034 -0.039 -0.012
H -0.019 0.046 -0.038
H 0.237 0.025 -0.062
H 0.036 -0.024 0.022
H -0.002 -0.020 -0.012
H 0.121 -0.032 -0.072
H 0.067 -0.061 0.014
H 0.021 -0.025 0.000
H 0.032 -0.029 -0.030
H 0.023 0.031 0.010
H 0.034 0.057 -0.019
H -0.050 0.062 0.114
H -0.012 0.005 -0.005
H -0.060 -0.095 -0.044
H -0.020 0.022 0.032
H -0.013 -0.004 -0.015
H -0.003 -0.012 -0.016
H -0.004 -0.009 0.011
H 0.006 0.002 -0.008
H -0.012 -0.015 0.001
H -0.016 0.004 0.002
N 0.135 0.853 -0.004
C 0.066 -0.288 -0.173
C 0.100 0.222 0.243
C -0.110 0.094 0.014
N 0.010 -0.022 -0.042
C 0.131 -0.007 0.007
N 0.020 -0.113 0.014
F 0.325 0.811 -0.156
C -0.422 0.039 0.538
F 0.300 -0.123 0.127
C 0.137 -0.276 -0.175
F -0.173 -0.025 0.155
F 0.091 0.066 0.027
F 0.052 0.105 -0.059

Computed properties:
Calculated total energy   -3564.77089 Ha
Kohn-Sham gap   4.829 eV
Charge   +1
LUMO energy   -3.6 eV
Relative energy (zero: lowest compared OMol25 entry of this formula, charge and spin)   62.0 kcal per mole